1.
Computed, not measured: a 2-piece molecular cluster, C3H10NOS overall, with ωB97M-V/def2-TZVPD.

LUMO level: 4.08 eV
Energy above the lowest of the compared OMol25 structures with the same formula, charge and spin: 0.7377 eV
Orbital gap: 6.925 eV
Total energy: -648.50445 hartree
Highest occupied orbital energy: -2.84 eV

```
! wB97M-V def2-TZVPD RIJCOSX def2/J DEFGRID3
* xyz -1 1
C 0.18 -0.90 2.39
C -0.53 -0.40 1.13
S 0.34 -0.74 -0.42
N 1.64 -0.64 2.42
H 0.09 -2.00 2.38
H -0.28 -0.49 3.28
H -0.59 0.69 1.20
H -1.54 -0.83 1.13
H 1.83 0.27 2.80
H 1.88 -0.62 1.42
C -0.35 1.88 -2.45
O -1.47 1.03 -2.33
H 0.21 1.96 -1.52
H 0.29 1.52 -3.26
H -0.66 2.91 -2.66
H -1.17 0.17 -1.92
*
```

***

2.
Computed, not measured: a 2-piece molecular cluster, C3H10NOS overall, with ωB97M-V/def2-TZVPD.

LUMO level: 3.60 eV
Energy above the lowest of the compared OMol25 structures with the same formula, charge and spin: 0.8488 eV
Orbital gap: 6.277 eV
Total energy: -648.50037 hartree
Highest occupied orbital energy: -2.67 eV

```
! wB97M-V def2-TZVPD RIJCOSX def2/J DEFGRID3
* xyz -1 1
C -1.84 0.54 -2.27
N -1.35 -0.39 -1.21
C -0.67 0.41 -0.19
C 0.35 -0.33 0.67
S 0.84 0.63 2.16
H -0.97 1.05 -2.68
H -2.25 -0.09 -3.06
H -2.63 1.18 -1.89
H -0.75 -0.99 -1.72
H -1.30 0.93 0.54
H -0.18 1.27 -0.66
H -0.11 -1.24 1.06
H 1.25 -0.63 0.13
H 3.46 -1.17 2.43
H 2.73 -0.26 3.31
O 3.46 -0.91 3.37
*
```

***

3.
Computed, not measured: a 2-piece molecular cluster, C3H10NOS overall, with ωB97M-V/def2-TZVPD.

LUMO level: 4.10 eV
Energy above the lowest of the compared OMol25 structures with the same formula, charge and spin: 1.9345 eV
Orbital gap: 6.901 eV
Total energy: -648.46047 hartree
Highest occupied orbital energy: -2.81 eV

```
! wB97M-V def2-TZVPD RIJCOSX def2/J DEFGRID3
* xyz -1 1
C -1.02 -0.93 0.67
N -1.52 0.48 0.24
C -0.39 1.12 -0.60
C 0.29 0.32 -1.84
S 2.02 -0.28 -1.23
H -1.73 -1.74 0.49
H -0.80 -0.94 1.66
H -0.08 -1.17 0.06
H -2.37 0.38 -0.37
H -0.78 2.08 -0.90
H 0.42 1.30 0.16
H 0.45 1.11 -2.45
H -0.44 -0.55 -2.03
H 1.66 0.30 2.26
H 2.15 -0.95 1.47
O 2.12 -0.53 2.41
*
```

***

Which formula does entry 3 have?
C3H10NOS